(1)
The following is a DFT calculation (ωB97M-V/def2-TZVPD) of one molecule with the formula C19H22N4O2.

Last column: Löwdin charge in e.
Geometry (Å):
1 C 1.191 3.149 -3.973  -0.09
2 H 0.337 3.056 -4.652  0.10
3 O 1.559 1.905 -3.430  -0.08
4 C 0.652 1.236 -2.667  -0.29
5 C -0.627 1.684 -2.368  -0.03
6 C -1.444 0.903 -1.569  -0.03
7 C -1.028 -0.315 -1.049  -0.10
8 C 0.267 -0.771 -1.370  -0.21
9 C 1.086 0.009 -2.166  0.06
10 H 2.084 -0.302 -2.426  0.12
11 O 0.620 -1.990 -0.891  -0.08
12 C 1.935 -2.451 -1.106  -0.06
13 H 2.145 -2.582 -2.172  0.10
14 H 1.986 -3.418 -0.608  0.10
15 H 2.671 -1.773 -0.663  0.08
16 C -1.955 -1.089 -0.230  -0.15
17 C -1.848 -1.775 0.974  -0.14
18 C -3.146 -2.262 1.214  -0.12
19 N -3.981 -1.918 0.254  0.03
20 N -3.257 -1.204 -0.602  0.03
21 H -3.675 -0.857 -1.451  0.16
22 H -3.487 -2.852 2.042  0.11
23 C -0.665 -1.914 1.878  -0.14
24 N -0.562 -0.915 2.941  -0.21
25 C -1.613 -1.047 3.928  -0.10
26 H -1.634 -2.075 4.286  0.09
27 H -2.610 -0.788 3.541  0.08
28 H -1.390 -0.393 4.772  0.08
29 C -0.476 0.447 2.451  -0.16
30 C 0.772 0.735 1.667  -0.18
31 C 1.926 -0.034 1.783  -0.11
32 N 3.030 0.191 1.092  0.06
33 C 3.059 1.229 0.273  -0.16
34 C 1.988 2.093 0.111  -0.06
35 C 0.824 1.830 0.810  -0.03
36 H -0.043 2.467 0.695  0.12
37 H 2.062 2.942 -0.550  0.10
38 H 3.984 1.372 -0.271  0.11
39 H 1.959 -0.870 2.467  0.12
40 H -1.353 0.728 1.837  0.13
41 H -0.476 1.106 3.329  0.13
42 H 0.246 -1.861 1.284  0.09
43 H -0.701 -2.892 2.368  0.13
44 H -2.431 1.267 -1.323  0.12
45 H -0.997 2.627 -2.739  0.10
46 H 2.059 3.495 -4.533  0.09
47 H 0.954 3.877 -3.190  0.09

Values from the calculation:
HOMO energy	-8.048	eV
frontier orbital gap	0.320	Ha
relative energy (zero: lowest compared OMol25 entry of this formula, charge and spin)	2.684	eV
total charge	0



(2)
The following is a DFT calculation (ωB97M-V/def2-TZVPD) of C19H22NO8Pt as an isolated structure.

Last column: Löwdin charge in e.
Geometry (Å):
1 Pt -0.625 -0.233 0.246  1.58
2 O -3.856 -3.120 0.429  0.28
3 C -3.209 -2.120 0.261  -0.49
4 O -2.247 -1.611 0.891  -0.06
5 C -3.772 -1.252 -1.031  -0.04
6 C -3.799 0.225 -0.631  -0.22
7 C -4.600 0.977 -1.701  -0.06
8 C -3.620 0.960 -2.901  -0.07
9 C -2.426 0.203 -2.315  -0.22
10 O -2.445 0.644 -0.925  -0.16
11 C -2.799 -1.276 -2.179  -0.09
12 C -1.521 -2.189 -1.840  -0.57
13 O -1.681 -3.363 -2.024  0.17
14 O -0.487 -1.555 -1.406  -0.15
15 H -4.740 -1.687 -1.244  0.16
16 H -4.051 0.444 0.401  0.17
17 H -4.795 1.991 -1.356  0.13
18 H -5.555 0.496 -1.909  0.13
19 H -3.322 1.966 -3.190  0.13
20 H -4.022 0.458 -3.779  0.13
21 H -1.459 0.408 -2.756  0.17
22 H -3.211 -1.723 -3.078  0.17
23 N -0.683 -0.131 2.474  -0.05
24 C -0.051 1.045 3.110  -0.20
25 C -0.516 2.330 2.446  -0.09
26 C 0.265 2.509 1.167  -0.60
27 O 1.181 3.278 1.063  0.12
28 O -0.128 1.717 0.166  -0.15
29 H -1.664 -0.225 2.719  0.10
30 H -0.212 -0.990 2.741  0.11
31 H 1.026 0.936 3.007  0.12
32 H -0.282 1.062 4.175  0.13
33 H -0.306 3.191 3.074  0.13
34 H -1.586 2.286 2.225  0.13
35 C 2.431 -2.282 -0.395  0.02
36 C 2.533 -0.955 0.282  -0.31
37 O 1.542 -0.420 0.821  -0.09
38 C 3.818 -0.259 0.359  -0.16
39 C 3.832 1.116 0.611  0.01
40 C 5.037 1.794 0.654  -0.04
41 C 6.227 1.103 0.462  -0.05
42 C 6.218 -0.267 0.223  -0.05
43 C 5.017 -0.948 0.162  -0.02
44 H 1.398 -2.536 -0.596  0.06
45 H 2.856 -3.038 0.273  0.11
46 H 3.006 -2.297 -1.319  0.11
47 H 2.903 1.656 0.742  0.10
48 H 5.045 2.861 0.834  0.12
49 H 7.170 1.634 0.493  0.11
50 H 7.149 -0.800 0.080  0.11
51 H 5.016 -2.015 -0.019  0.12

Values from the calculation:
HOMO energy (spin up / spin down)	-12.266 / -12.287	eV
frontier orbital gap (spin up / spin down)	0.338 / 0.188	Ha
multiplicity	5
total charge	+1